Entry 1:
ORCA calculation (ωB97M-V with the def2-TZVPD basis set) on a gas-phase ion, Cl2FHOP (charge +1) at a distorted geometry.

Element x y z (Å)
1 O 1.54301 0.00217 -0.34779
2 F 0.00398 0.13225 1.76779
3 P -0.41330 0.02740 0.26061
4 Cl -1.26777 -1.64407 -0.25096
5 Cl -1.28721 1.68498 -0.18850
6 H 1.42130 -0.20271 -1.24115

Cartesian forces (eV/Å) of the 3 atoms listed first:
O 2.881 0.700 2.774
F -0.885 -0.460 -0.975
P 0.154 0.326 0.876

The HOMO energy (alpha / beta) is -13.50 / -17.83 eV. Its total energy is -1437.04388 Ha. For the HOMO-LUMO gap (alpha / beta), the calculation gives 8.58 / 8.13 eV. For the LUMO energy (alpha / beta), the calculation gives -4.92 / -9.70 eV. Its expectation value of S² is 2.0067. The net charge is +1. For the energy relative to the best compared isomer or geometry (same formula, charge and spin), the calculation gives 0.0 kcal per mole. Its spin multiplicity is 3.

Atomic partial charges in e from the Löwdin method, atoms 1 to 4:
1 O 0.1193
2 F -0.1818
3 P 0.0351
4 Cl 0.4810

Entry 2:
ORCA calculation (ωB97M-V with the def2-TZVPD basis set) on 2 unconnected molecules or ions with the total composition CH3NS2 at a distorted geometry.

Element x y z (Å)
1 C -1.03485 -0.89684 -0.40971
2 N -1.32451 -0.94516 0.72930
3 S -0.89491 -0.58127 -1.92868
4 S 1.35657 1.54321 0.44051
5 H -0.96557 -1.38492 1.61637
6 H 0.56002 1.52805 -0.47740
7 H 2.30324 0.73695 0.02961

Cartesian forces (eV/Å) of the 3 atoms listed first:
C 2.329 -1.342 -0.773
N -2.376 0.352 5.598
S -0.162 0.841 -3.609

The HOMO energy (alpha / beta) is -5.55 / -9.77 eV. Its total energy is -890.83597 Ha. For the HOMO-LUMO gap (alpha / beta), the calculation gives 6.32 / 6.41 eV. For the LUMO energy (alpha / beta), the calculation gives 0.77 / -3.36 eV. Its expectation value of S² is 2.0075. The net charge is 0. For the energy relative to the best compared isomer or geometry (same formula, charge and spin), the calculation gives 48.7 kcal per mole. Its spin multiplicity is 3.

Atomic partial charges in e from the Löwdin method, atoms 1 to 4:
1 C -0.8913
2 N 0.0642
3 S 0.7364
4 S 0.5632

Entry 3:
ORCA calculation (ωB97M-V with the def2-TZVPD basis set) on a single C3H5ClO2 molecule at a distorted geometry.

Element x y z (Å)
1 C 1.67626 -0.40211 0.03157
2 C -1.63198 -0.24592 -0.33154
3 C 0.42861 0.46834 0.58081
4 O 1.78451 -1.61457 0.05241
5 O -0.80951 -0.11921 0.80911
6 Cl 3.03874 0.44742 -0.54987
7 H -2.58100 -0.74888 -0.15299
8 H -1.04256 -0.62616 -1.26103
9 H -1.78480 0.76346 -0.79294
10 H 0.27558 1.40431 -0.03839
11 H 0.64615 0.67333 1.65287

Cartesian forces (eV/Å) of the 3 atoms listed first:
C -1.606 -3.060 0.630
C 1.710 1.226 -2.997
C 0.361 0.622 0.534

The HOMO energy is -10.18 eV. Its total energy is -727.93210 Ha. For the HOMO-LUMO gap, the calculation gives 10.85 eV. For the LUMO energy, the calculation gives 0.67 eV. The net charge is 0. For the energy relative to the best compared isomer or geometry (same formula, charge and spin), the calculation gives 41.3 kcal per mole. Its spin multiplicity is 1.

Atomic partial charges in e from the Löwdin method, atoms 1 to 4:
1 C -0.7932
2 C -0.1079
3 C -0.2060
4 O 0.0117

Entry 4:
ORCA calculation (ωB97M-V with the def2-TZVPD basis set) on a single C7H7BrClF molecule at a distorted geometry.

Element x y z (Å)
1 C -0.45981 0.37694 -1.53903
2 C 0.26703 1.63399 -1.60184
3 C -0.19941 -0.44745 -0.53700
4 C 0.96250 2.19128 -0.58482
5 C 0.90681 -0.15157 0.48370
6 C 0.90049 1.33509 0.80691
7 C 0.90862 -1.11738 1.71255
8 F -0.20300 1.73223 1.42487
9 Cl 1.82558 3.67113 -0.63379
10 Br 2.58914 1.72237 1.83520
11 H -1.09584 0.06518 -2.48143
12 H 0.31416 2.16468 -2.64397
13 H -0.67222 -1.51916 -0.54813
14 H 1.85813 -0.45129 0.08000
15 H 0.18475 -0.92105 2.47447
16 H 1.82620 -1.22768 2.24802
17 H 0.76865 -2.15787 1.44143

Cartesian forces (eV/Å) of the 3 atoms listed first:
C -0.690 -0.429 -1.890
C 1.006 2.383 -2.035
C -0.370 -2.931 0.279

The HOMO energy is -8.97 eV. Its total energy is -3404.94189 Ha. For the HOMO-LUMO gap, the calculation gives 9.21 eV. For the LUMO energy, the calculation gives 0.25 eV. The net charge is 0. For the energy relative to the best compared isomer or geometry (same formula, charge and spin), the calculation gives 0.0 kcal per mole. Its spin multiplicity is 1.

Atomic partial charges in e from the Löwdin method, atoms 1 to 4:
1 C -0.1246
2 C -0.1337
3 C -0.0666
4 C -0.6520

Entry 5:
ORCA calculation (ωB97M-V with the def2-TZVPD basis set) on 2 unconnected molecules or ions with the total composition C5H9OP at a distorted geometry.

Element x y z (Å)
1 C 1.17791 2.66018 -0.92917
2 C 1.00908 1.35998 -0.94585
3 C -0.97752 -1.66845 0.72098
4 C 0.76446 0.32287 0.05201
5 C -0.56424 -0.51890 -0.25631
6 O 2.10920 -1.70856 -3.38427
7 P 1.60292 -0.29809 -3.54284
8 H 1.78931 3.12060 -1.60716
9 H 0.59733 3.27917 -0.35437
10 H -1.78938 -1.33490 1.30994
11 H -1.18285 -2.40789 -0.00450
12 H -0.03506 -1.92616 1.36834
13 H 1.52454 -0.54517 0.04549
14 H 0.60110 0.55978 1.12425
15 H -1.49049 0.10236 -0.43452
16 H -0.51689 -0.95722 -1.34196

Cartesian forces (eV/Å) of the 3 atoms listed first:
C -0.536 -2.437 -0.522
C 1.522 -0.398 0.740
C 3.832 1.460 -0.184

The HOMO energy (alpha / beta) is -8.18 / -7.55 eV. Its total energy is -612.31792 Ha. For the HOMO-LUMO gap (alpha / beta), the calculation gives 7.28 / 6.39 eV. For the LUMO energy (alpha / beta), the calculation gives -0.90 / -1.16 eV. The net charge is 0. For the energy relative to the best compared isomer or geometry (same formula, charge and spin), the calculation gives 112.3 kcal per mole. Its spin multiplicity is 1.

Atomic partial charges in e from the Löwdin method, atoms 1 to 4:
1 C -0.0151
2 C -0.1628
3 C -0.1080
4 C -0.2572

Entry 6:
ORCA calculation (ωB97M-V with the def2-TZVPD basis set) on a molecular structure, C45H38F3N2P2STe2Zr at a distorted geometry.

Element x y z (Å)
1 Zr -1.34177 -0.37276 0.65572
2 Te 1.62764 -3.20268 -0.63943
3 C 3.75709 -3.42390 -0.67367
4 C 4.43395 -2.50798 -1.52179
5 C 5.78371 -2.69780 -1.77119
6 N 6.51074 -3.69936 -1.27660
7 C 5.85990 -4.52492 -0.48480
8 C 4.47474 -4.52854 -0.22797
9 C 1.24186 -1.18834 -0.04071
10 P 0.36266 -0.18325 -1.30240
11 C 0.91842 1.56527 -1.39493
12 C 2.16118 2.01381 -0.85653
13 C 2.51313 3.34335 -0.74241
14 C 1.66567 4.26026 -1.37148
15 C 0.47404 3.86383 -1.99745
16 C 0.07327 2.52115 -2.00123
17 C 0.94000 -1.01875 -2.89829
18 C 0.00835 -1.80361 -3.60265
19 C 0.26807 -2.30821 -4.88259
20 C 1.48579 -1.91944 -5.50663
21 C 2.39793 -1.15043 -4.81733
22 C 2.13944 -0.61116 -3.54501
23 P 1.10488 -0.88962 1.72296
24 C 2.58059 0.03143 2.29268
25 C 3.78250 -0.41625 1.76578
26 C 4.99003 0.06330 2.25700
27 C 4.94308 1.03347 3.24414
28 C 3.70318 1.48621 3.81078
29 C 2.52300 1.04797 3.22321
30 C 1.35037 -2.46679 2.62609
31 C 2.13711 -2.49372 3.80358
32 C 2.17414 -3.65602 4.56059
33 C 1.45830 -4.82061 4.20484
34 C 0.60466 -4.74598 3.09456
35 C 0.53630 -3.55115 2.33921
36 H 3.93059 -1.65929 -1.95299
37 H 6.34260 -2.03759 -2.42513
38 H 6.47096 -5.33130 -0.03912
39 H 4.00130 -5.29129 0.40604
40 H 2.83032 1.22364 -0.45571
41 H 3.48025 3.63491 -0.31216
42 H 1.84978 5.33130 -1.47342
43 H -0.15645 4.59189 -2.46327
44 H -0.90369 2.23555 -2.41735
45 H -0.93569 -1.96634 -3.10155
46 H -0.44666 -3.01981 -5.39659
47 H 1.66032 -2.14491 -6.53916
48 H 3.37056 -0.92894 -5.24341
49 H 2.83599 0.11138 -3.10284
50 H 3.74809 -1.19984 1.03505
51 H 5.95481 -0.37415 1.87872
52 H 5.85628 1.44865 3.71510
53 H 3.65554 2.11158 4.66238
54 H 1.53933 1.39294 3.58044
55 H 2.72999 -1.66822 4.08268
56 H 2.72401 -3.57660 5.47225
57 H 1.53677 -5.75150 4.72874
58 H -0.01024 -5.56761 2.75599
59 H -0.14690 -3.47853 1.50385
60 F -4.69966 1.89695 5.51836
61 C -3.67301 1.92650 4.62721
62 F -4.11891 2.68891 3.56003
63 F -2.68108 2.64484 5.19660
64 C -3.22846 0.57862 4.25301
65 C -3.46829 -0.56759 5.03070
66 C -3.27015 -1.84281 4.45761
67 C -2.80251 -1.99052 3.19483
68 N -2.46625 -0.85973 2.43419
69 C -2.52112 0.38683 3.01870
70 S -1.72906 1.63716 2.05697
71 H -3.91679 -0.49662 6.00033
72 H -3.68309 -2.71567 4.98639
73 H -2.72849 -2.95224 2.66112
74 C -5.43723 5.49867 -3.42896
75 C -5.10415 4.09396 -2.99775
76 C -5.44407 3.58816 -1.71665
77 C -4.99567 2.34496 -1.26574
78 C -5.29037 1.83093 0.14055
79 C -4.15284 1.58977 -2.13997
80 Te -3.22995 -0.32638 -1.44046
81 C -3.96550 1.98666 -3.47520
82 C -3.10367 1.21718 -4.43360
83 C -4.39986 3.25929 -3.87551
84 H -6.19728 5.98281 -2.74043
85 H -5.87855 5.46571 -4.44625
86 H -4.54483 6.19467 -3.48544
87 H -6.09439 4.18455 -1.07352
88 H -5.87635 2.49824 0.77902
89 H -4.35678 1.62955 0.58822
90 H -5.79757 0.82943 0.02742
91 H -2.03178 1.52027 -4.39002
92 H -3.42429 1.40247 -5.47593
93 H -3.11096 0.16960 -4.19383
94 H -4.13886 3.57018 -4.89659

Cartesian forces (eV/Å) of the 3 atoms listed first:
Zr 0.770 0.281 -1.656
Te 0.599 -0.452 -0.271
C 0.213 0.630 -1.553

The HOMO energy (alpha / beta) is -9.68 / -9.68 eV. Its total energy is -3810.39722 Ha. For the HOMO-LUMO gap (alpha / beta), the calculation gives 5.50 / 5.50 eV. For the LUMO energy (alpha / beta), the calculation gives -4.17 / -4.17 eV. The net charge is +1. For the energy relative to the best compared isomer or geometry (same formula, charge and spin), the calculation gives 23.4 kcal per mole. Its spin multiplicity is 1.

Atomic partial charges in e from the Löwdin method, atoms 1 to 4:
1 Zr 0.8361
2 Te 1.3614
3 C -0.5142
4 C -0.1345

Copy entry 1 word for word.
ORCA calculation (ωB97M-V with the def2-TZVPD basis set) on a gas-phase ion, Cl2FHOP (charge +1) at a distorted geometry.

Element x y z (Å)
1 O 1.54301 0.00217 -0.34779
2 F 0.00398 0.13225 1.76779
3 P -0.41330 0.02740 0.26061
4 Cl -1.26777 -1.64407 -0.25096
5 Cl -1.28721 1.68498 -0.18850
6 H 1.42130 -0.20271 -1.24115

Cartesian forces (eV/Å) of the 3 atoms listed first:
O 2.881 0.700 2.774
F -0.885 -0.460 -0.975
P 0.154 0.326 0.876

The HOMO energy (alpha / beta) is -13.50 / -17.83 eV. Its total energy is -1437.04388 Ha. For the HOMO-LUMO gap (alpha / beta), the calculation gives 8.58 / 8.13 eV. For the LUMO energy (alpha / beta), the calculation gives -4.92 / -9.70 eV. Its expectation value of S² is 2.0067. The net charge is +1. For the energy relative to the best compared isomer or geometry (same formula, charge and spin), the calculation gives 0.0 kcal per mole. Its spin multiplicity is 3.

Atomic partial charges in e from the Löwdin method, atoms 1 to 4:
1 O 0.1193
2 F -0.1818
3 P 0.0351
4 Cl 0.4810